98
Properties=species:S:1:pos:R:3:forces:R:3 method="wB97M-V/def2-TZVPD" spin_multiplicity=2 de_lowest_kj_mol=143.70 homo_ha="-0.4664 / -0.4664" charge=+2 s_squared=0.7524 gap_ev="7.7 / 8.0"
Ti 9.84901 12.92948 11.51968 -1.593 0.524 0.053
C 7.21660 8.97544 7.15897 -1.429 -0.794 -0.796
C 8.29272 9.36489 6.17088 -0.140 0.397 0.390
N 9.00941 10.56646 6.63813 -1.155 -1.568 0.667
C 8.28280 11.78762 6.63297 0.182 1.878 0.125
C 8.53510 12.67484 7.87978 -1.691 -0.101 0.551
S 8.59867 11.73267 9.43810 0.659 0.461 -0.703
C 6.97792 10.95060 9.41886 -0.184 0.692 1.109
C 7.11671 9.43869 9.60727 0.821 0.335 -0.346
N 7.75836 8.77332 8.46281 -0.213 -0.092 1.416
H 6.79751 8.02948 6.75746 -0.055 0.382 0.265
H 6.37027 9.68581 7.16537 0.279 -0.086 -0.150
H 7.76704 9.57302 5.20797 0.761 -0.671 0.234
H 9.04443 8.52566 6.19904 -0.770 0.811 -0.722
H 9.83799 10.58377 6.12438 1.480 0.624 -0.805
H 7.18222 11.70699 6.54499 0.678 -0.497 -0.261
H 8.64532 12.43905 5.82372 -0.488 -0.118 -0.202
H 7.75047 13.46220 7.96665 0.168 -0.686 -0.045
H 9.40036 13.27082 7.86476 1.595 0.387 -0.213
H 6.50515 11.19108 8.49556 -0.092 0.091 -0.906
H 6.38922 11.54910 10.12720 -0.121 -0.817 0.362
H 6.15583 9.00754 9.78272 -0.754 -0.331 0.130
H 7.72997 9.28191 10.50849 -0.269 -0.276 -0.379
H 8.69615 9.09114 8.39543 1.029 0.310 0.385
N 7.64848 12.77816 14.02467 -0.322 -0.274 0.403
C 7.02786 13.66367 13.11384 1.487 -0.762 0.472
C 5.79151 14.19372 13.42735 0.104 0.178 0.433
C 5.31226 15.14921 12.56484 -0.047 0.501 0.091
C 6.02060 15.43146 11.37696 -1.089 0.570 0.481
C 7.19133 14.79410 11.11844 0.546 -0.316 -0.615
N 7.73874 13.98364 12.04496 0.497 -1.213 -1.086
C 8.17452 11.49766 13.69270 -1.614 1.544 1.881
C 7.85203 10.47693 14.59222 0.164 -0.714 0.227
C 8.22150 9.18592 14.26146 -0.670 0.975 1.333
C 8.96611 8.91238 13.12441 0.271 -0.038 -0.748
C 9.32792 9.98282 12.37496 -0.679 2.204 -0.066
N 8.89421 11.30042 12.62963 1.399 -1.617 -1.086
H 7.21631 12.84285 14.96624 0.573 -0.431 -1.111
H 5.35405 13.89846 14.39124 -0.181 0.328 -0.680
H 4.42683 15.71002 12.86342 0.085 -0.157 -0.435
H 5.66869 16.19519 10.70008 -0.176 -0.101 -0.099
H 7.70660 14.90487 10.13242 -0.197 0.030 1.201
H 7.31067 10.70463 15.53549 0.372 -0.283 -0.938
H 7.89275 8.47302 14.98293 0.054 -0.942 0.024
H 9.24266 7.93244 12.74324 -0.062 0.050 0.543
H 9.93194 9.92046 11.49100 0.178 -0.250 -0.265
N 16.78125 14.82492 13.01576 1.526 0.037 0.396
C 15.43329 14.95212 12.94066 -0.482 0.220 0.881
C 14.78916 14.89640 11.74088 -1.460 -0.532 -1.493
C 13.39946 14.97581 11.58260 -0.565 -0.064 0.916
C 12.61404 15.16777 12.71756 0.922 0.340 0.383
C 13.27252 15.29506 13.96788 -0.902 -0.081 -1.561
C 14.60998 15.13197 14.07744 1.549 0.441 0.359
S 10.85841 15.13117 12.73297 0.774 -0.342 0.638
O 10.28680 16.06123 13.62541 -0.055 1.124 0.212
O 10.54081 13.73369 13.19419 0.011 -1.079 0.117
N 10.28753 14.96163 11.27407 0.634 0.863 -1.234
C 10.30903 16.02803 10.34412 -0.482 0.122 0.507
N 9.77716 15.74882 9.17201 0.117 -0.619 0.450
C 9.73255 16.77932 8.34967 -2.061 -2.673 -2.720
C 10.15177 18.00588 8.54993 1.724 4.494 1.237
C 10.69376 18.24016 9.81945 0.868 -0.911 0.943
N 10.76058 17.22906 10.70725 0.262 0.242 0.132
H 17.43946 14.91888 12.23775 -1.095 -0.062 0.110
H 17.25864 15.06374 13.87306 -0.388 -0.098 0.104
H 15.39457 14.64784 10.91342 0.461 0.076 -1.174
H 12.83685 14.88512 10.65720 0.701 -0.070 -0.275
H 12.68608 15.59168 14.78417 -0.622 0.112 1.292
H 15.10281 15.28250 15.03141 -0.154 -0.107 0.104
H 9.23959 16.56886 7.40338 0.134 -0.140 -0.108
H 10.12072 18.83370 7.81439 -0.181 -0.890 0.447
H 11.19173 19.16131 10.19556 -0.764 -0.512 -0.650
C 15.72736 9.99694 10.54181 -1.302 0.303 2.231
N 14.27353 10.27208 10.20217 1.391 0.005 0.865
N 13.42283 10.93955 11.12802 0.343 -0.894 -2.057
C 12.40586 11.52626 10.37789 3.593 -0.733 -1.005
O 11.40713 12.06759 10.89627 -1.221 0.519 0.747
C 12.83492 11.44835 9.02005 -0.229 -0.861 1.079
C 13.94384 10.60784 8.94839 -1.754 1.231 0.454
C 14.63137 10.18950 7.70489 -0.254 5.061 -0.488
C 13.50750 10.53880 12.50390 -0.811 0.541 -1.404
C 13.57775 9.18291 12.77132 0.340 -0.600 0.406
C 13.61558 8.79106 14.08993 0.319 0.675 0.536
C 13.66481 9.75472 15.10194 -0.630 0.570 0.226
C 13.50803 11.10229 14.79582 -0.200 -0.365 -1.963
C 13.38924 11.52726 13.45226 0.401 -1.430 1.605
H 15.82911 9.11729 11.20969 -0.210 0.276 -0.780
H 16.07895 10.83580 11.18399 -0.046 -0.296 -0.825
H 16.27714 9.88342 9.62874 0.188 0.009 -0.222
H 12.31861 11.88013 8.20887 -0.519 0.222 -0.706
H 14.23149 10.89668 6.87309 0.303 -1.969 1.094
H 14.65613 9.18925 7.56344 -0.441 -3.140 -0.897
H 15.65192 10.51645 7.74058 0.842 0.101 0.166
H 13.68945 8.39160 12.02453 -0.359 0.623 -0.096
H 13.61775 7.74894 14.31194 0.177 -0.549 0.287
H 13.71513 9.51748 16.15818 0.082 -0.404 -0.158
H 13.41102 11.86799 15.51058 0.101 0.527 1.150
H 13.21917 12.55585 13.23418 0.031 0.551 -0.378

88
Properties=species:S:1:pos:R:3:forces:R:3 method="wB97M-V/def2-TZVPD" spin_multiplicity=5 de_lowest_kj_mol=71.32 homo_ha="-0.4815 / -0.5180" charge=+2 s_squared=6.0632 gap_ev="8.2 / 6.6"
Pd 0.51769 -1.09677 0.14651 -0.132 -0.158 -0.538
C -3.39656 0.70332 -1.14589 0.314 -0.347 -0.431
N -2.09622 0.10170 -0.75477 0.318 -0.233 0.241
P -0.84328 -0.38803 -1.83089 -0.015 1.531 1.403
C -0.29928 1.00846 -2.80778 0.725 -0.055 -0.378
C 0.50711 0.68048 -3.93063 -0.200 -1.208 1.052
C 0.90025 1.65607 -4.76257 1.129 1.985 -0.572
C 0.69863 3.02791 -4.46242 -0.266 -1.187 -0.213
C -0.05424 3.37151 -3.37034 -0.365 -1.531 0.461
C -0.58189 2.33870 -2.55892 0.746 0.017 -0.674
C -1.61060 -1.39213 -3.02884 -1.150 -0.650 0.744
C -1.72967 -1.05999 -4.36353 0.038 -0.167 0.525
C -2.30093 -1.95983 -5.20046 -0.083 -0.539 -2.415
C -2.80996 -3.15102 -4.75460 -0.996 -0.874 0.854
C -2.93812 -3.38097 -3.38298 1.383 0.875 -0.154
C -2.30372 -2.49303 -2.50807 -0.534 -0.895 0.130
P -1.58902 -0.21676 0.84905 0.200 -0.554 -1.140
C -2.69123 -1.33305 1.71068 0.135 0.168 0.628
C -4.00311 -1.59482 1.30535 0.778 0.084 0.421
C -4.89472 -2.16789 2.20783 -0.609 -0.050 -1.234
C -4.51152 -2.52792 3.46967 1.006 0.002 1.155
C -3.16066 -2.38784 3.83801 0.043 0.477 -0.469
C -2.25402 -1.74462 2.98805 -0.257 -0.912 0.283
C -1.58808 1.29873 1.73557 -0.751 1.123 1.903
C -0.87187 2.38245 1.19918 -0.300 0.358 0.554
C -0.95183 3.62665 1.83519 1.088 0.221 -0.706
C -1.67540 3.80845 2.99428 0.183 0.700 0.179
C -2.36326 2.77168 3.55065 -0.551 -1.921 0.526
C -2.29382 1.48983 2.98255 -0.172 0.547 -1.263
H -3.25796 1.50988 -1.86276 0.126 0.095 0.091
H -3.87656 1.08145 -0.26386 -0.182 0.360 0.454
H -4.08411 -0.01252 -1.60728 0.288 -0.177 0.048
H 0.84481 -0.34694 -4.15258 -0.431 0.526 0.290
H 1.51195 1.42343 -5.61796 0.045 -0.122 -0.204
H 1.14689 3.73688 -5.12208 0.048 0.567 -0.214
H -0.28474 4.36379 -3.09287 -0.022 1.012 0.054
H -1.15721 2.58515 -1.70706 -0.633 0.349 0.719
H -1.41496 -0.12158 -4.73376 0.375 0.537 -0.329
H -2.27823 -1.77764 -6.28603 -0.194 0.063 0.594
H -3.22412 -3.90711 -5.41340 0.149 0.262 -0.211
H -3.36143 -4.28578 -3.02774 -0.584 -0.535 0.316
H -2.42433 -2.65936 -1.40953 0.385 0.202 -0.897
H -4.26620 -1.32156 0.29983 -0.474 0.009 -0.128
H -5.90346 -2.36614 1.86694 -0.058 0.129 0.121
H -5.22292 -2.88217 4.21662 0.137 -0.147 -0.417
H -2.79185 -2.74073 4.78999 -0.183 0.001 0.131
H -1.21081 -1.67421 3.34193 -0.584 0.287 -0.478
H -0.23850 2.25482 0.32347 -0.152 0.036 0.073
H -0.36990 4.48740 1.47057 -0.312 -0.595 -0.052
H -1.67387 4.76014 3.51020 -0.027 0.123 -0.246
H -2.97242 2.88200 4.45530 0.376 0.127 -0.362
H -2.91858 0.72368 3.44749 0.451 -0.014 -0.355
N -0.48736 -3.97606 1.00271 1.721 -0.221 -0.757
N 0.11902 -3.27351 -0.10962 0.191 -0.964 -1.608
H -0.56080 -4.96955 0.79913 -0.152 0.137 -0.035
H -1.36771 -3.57297 1.14199 -1.609 0.510 0.370
H -0.34176 -3.45704 -1.06879 0.651 0.170 1.893
H 1.07595 -3.67609 -0.20167 -0.836 0.459 0.108
C 1.25576 0.06082 3.47508 0.837 -0.118 -1.211
C 2.58198 -0.69389 3.25602 0.059 1.120 1.014
C 2.33284 -2.06593 2.68510 -0.603 0.075 0.401
C 3.59876 0.10386 2.45152 -0.256 -0.464 -0.540
C 4.87503 0.30153 2.94076 -1.299 -0.876 1.126
C 5.85160 0.84559 2.15119 -0.328 0.811 -0.062
C 5.50394 1.41856 0.92093 1.673 0.429 0.126
C 4.29102 1.24668 0.32453 0.568 -0.020 0.066
C 4.09574 1.72655 -1.08218 -0.894 0.442 -0.315
C 3.12584 2.91697 -1.20395 -1.208 0.002 -0.280
C 3.76541 0.58050 -2.03493 -0.626 0.366 -0.382
C 3.32827 0.51570 1.08286 -1.588 -0.166 -0.209
N 2.13998 0.29603 0.53018 0.450 0.061 0.607
H 0.59019 -0.51209 4.09843 -0.365 -0.226 0.099
H 0.81900 0.31663 2.48779 -0.074 -0.203 0.711
H 1.48948 0.97560 3.96957 -0.103 0.860 0.416
H 3.04437 -0.76780 4.26484 -0.248 -0.322 -0.535
H 1.61068 -2.61347 3.33067 0.514 0.176 -0.612
H 3.26761 -2.58900 2.60075 0.260 -0.576 -0.179
H 1.90428 -1.92083 1.67596 0.054 -0.439 0.176
H 5.01483 0.00048 3.99378 0.420 0.090 -0.753
H 6.83969 0.91723 2.54271 0.623 0.218 0.036
H 6.29223 2.04459 0.47120 -0.543 -0.546 -0.210
H 5.02747 2.17531 -1.34310 0.921 0.012 -0.389
H 2.04864 2.69783 -1.00605 0.710 -0.267 -0.075
H 3.13901 3.39660 -2.20211 0.228 -0.488 0.352
H 3.39617 3.68762 -0.50002 0.207 0.304 0.319
H 2.86822 0.08987 -1.68246 -0.640 0.019 -0.130
H 4.47116 -0.21757 -2.06171 1.040 -0.357 0.124
H 3.61129 0.90712 -3.07642 -0.006 0.090 0.472